# 1
C6H9O | the ωB97M-V functional and the def2-TZVPD basis

Computed properties:
expectation value of S²: 2.006
E_HOMO (alpha / beta): -0.3707 / -0.5819 hartree
2S+1: 3
relative energy (zero: lowest compared OMol25 entry of this formula, charge and spin): 2.752 eV
frontier orbital gap (alpha / beta): 6.7 / 8.9 eV
net charge: +1

Element x y z (Å)
O  -0.174  -0.228  -0.350
C  -0.115  -2.681  -1.111
C  -0.824  -0.043  0.930
C  -0.738  1.176  1.405
C  0.551  -1.615  -0.689
C  -0.062  2.057  0.346
C  0.684  0.955  -0.440
H  -1.126  -2.768  -1.114
H  1.625  0.893  0.238
H  -1.350  1.591  2.181
H  0.808  1.095  -1.501
H  1.583  -1.380  -0.430
H  0.558  -3.555  -1.348
H  0.656  2.914  0.941
H  -0.854  2.613  -0.166
H  -1.223  -1.022  1.110

---

# 2
C3H9N2O4P | the ωB97M-V functional and the def2-TZVPD basis

Computed properties:
expectation value of S²: 2.012
E_HOMO (alpha / beta): 0.1211 / -0.0560 hartree
2S+1: 3
frontier orbital gap (alpha / beta): 3.4 / 4.6 eV
net charge: -2

Element x y z (Å)
P  -2.598  0.458  0.154
O  -2.086  -0.674  -1.027
O  -2.006  -0.188  1.470
O  -1.973  1.809  -0.148
O  -4.105  0.410  0.022
N  0.278  -1.275  -0.529
N  -1.042  -1.619  -0.378
C  2.269  -0.448  0.663
C  0.858  -0.057  0.238
C  0.668  1.167  -0.576
H  2.813  0.375  1.289
H  3.008  -0.484  -0.253
H  0.981  2.012  -0.128
H  2.270  -1.386  1.283
H  1.361  1.156  -1.497
H  0.792  -1.498  -1.368
H  0.198  0.163  1.116
H  -1.246  -1.192  0.510
H  -0.439  1.273  -0.841

---

# 3
C5H17N8O7Ti | the ωB97M-V functional and the def2-TZVPD basis

Computed properties:
expectation value of S²: 3.751
E_HOMO (alpha / beta): -0.2121 / -0.2118 hartree
2S+1: 4
frontier orbital gap (alpha / beta): 4.0 / 4.4 eV

Element x y z (Å)
Ti  4.813  -14.288  21.775
O  8.280  -10.292  19.438
O  10.117  -11.406  19.975
O  2.854  -12.748  18.196
O  8.194  -12.309  20.119
O  2.703  -16.722  24.795
O  7.302  -13.106  25.821
O  0.914  -11.978  23.782
N  9.059  -13.042  27.240
N  8.787  -11.376  25.826
N  3.339  -10.945  16.970
N  2.470  -16.262  26.899
N  -0.966  -12.224  24.980
N  0.215  -10.472  25.182
N  0.727  -16.938  25.744
N  1.741  -10.854  18.393
C  0.117  -11.600  24.556
C  8.279  -12.515  26.295
C  2.652  -11.569  17.817
C  1.964  -16.619  25.768
C  8.895  -11.336  19.870
H  -1.627  -11.745  25.575
H  0.189  -16.830  26.592
H  1.017  -9.895  24.970
H  8.803  -13.950  27.602
H  3.451  -16.054  27.017
H  8.229  -10.863  25.158
H  1.804  -15.951  27.592
H  9.851  -12.534  27.606
H  -1.115  -13.199  24.760
H  3.869  -11.499  16.313
H  -0.231  -10.377  26.084
H  3.132  -9.981  16.751
H  1.335  -11.321  19.191
H  1.469  -9.920  18.120
H  9.746  -11.115  26.010
H  7.367  -10.535  19.270
H  0.329  -17.449  24.969

---

# 4
C7H12F2OSi2 | the ωB97M-V functional and the def2-TZVPD basis

Computed properties:
E_HOMO: -0.2968 hartree
relative energy (zero: lowest compared OMol25 entry of this formula, charge and spin): 2.019 eV
frontier orbital gap: 7.8 eV

Element x y z (Å)
Si  1.443  -2.226  -0.509
Si  -1.157  3.271  1.230
F  -0.109  4.431  0.719
F  0.510  -1.738  0.698
O  1.656  -0.358  -2.679
C  -2.313  2.437  0.157
C  0.504  -3.598  -1.426
C  3.607  -2.678  1.293
C  -0.891  3.269  3.036
C  3.236  -2.735  0.031
C  1.661  -0.459  -1.465
C  -1.280  2.389  3.970
H  -2.057  1.578  3.804
H  1.627  0.569  -0.926
H  -0.699  2.302  4.819
H  -0.452  -3.893  -1.039
H  3.980  -2.819  -0.814
H  0.368  -3.360  -2.486
H  2.956  -2.290  2.198
H  4.646  -2.763  1.524
H  -1.982  1.916  -0.722
H  -3.157  2.055  0.612
H  -0.246  4.036  3.575
H  1.113  -4.458  -1.400

---

# 5
C2H3NO3 | the ωB97M-V functional and the def2-TZVPD basis

Computed properties:
E_HOMO: -0.2820 hartree
relative energy (zero: lowest compared OMol25 entry of this formula, charge and spin): 8.773 eV
frontier orbital gap: 8.1 eV

Element x y z (Å)
O  1.535  -0.773  -0.229
O  -1.093  -1.113  -0.358
O  1.687  -0.039  0.920
N  -2.597  0.464  0.478
C  1.793  0.678  -0.287
C  -1.783  -0.222  -0.074
H  -3.051  1.301  0.344
H  2.976  0.876  -0.342
H  0.533  -1.171  -0.452

---

# 6
C33H29BNO5 | the ωB97M-V functional and the def2-TZVPD basis

Computed properties:
E_HOMO: -0.1779 hartree
frontier orbital gap: 5.8 eV
net charge: -1

Element x y z (Å)
O  0.475  6.369  5.716
O  2.378  2.148  3.000
O  -2.572  -4.430  -2.968
O  -0.215  -2.654  -7.457
O  -0.468  -0.372  -0.877
N  1.653  -2.763  0.612
C  0.431  0.639  -0.533
C  -0.012  -3.274  -2.720
C  0.512  3.205  3.962
C  5.045  5.198  4.085
C  -2.186  3.330  4.581
C  -4.738  -4.536  -6.526
C  4.200  4.170  3.705
C  -0.591  -2.241  1.424
C  1.221  -2.410  -5.058
C  -0.748  -3.013  -6.425
C  1.957  3.106  3.606
C  2.346  5.321  4.732
C  -1.686  -0.320  -0.090
C  0.012  4.291  4.685
C  3.200  6.351  5.110
C  0.899  5.410  5.105
C  2.849  4.230  4.025
C  -1.341  4.344  5.000
C  -2.838  -3.583  -7.648
C  1.878  -2.310  -3.842
C  -2.147  -3.544  -6.442
C  1.462  -1.378  2.627
C  4.544  6.290  4.787
C  -0.343  2.195  3.533
C  -0.061  -2.942  -5.112
C  1.263  -2.736  -2.671
C  0.905  -2.171  1.467
C  -4.130  -4.075  -7.690
C  -2.042  -3.975  -3.957
C  -2.756  -4.003  -5.277
C  -0.678  -3.383  -3.933
C  -1.691  2.261  3.840
C  -4.054  -4.501  -5.325
B  -1.490  -0.827  1.448
H  2.786  7.189  5.656
H  5.207  7.094  5.081
H  -4.501  -4.850  -4.404
H  -0.850  -2.826  0.533
H  -2.604  -1.067  1.924
H  1.365  0.465  -1.076
H  0.050  1.380  2.941
H  2.631  -2.581  0.849
H  -2.352  1.480  3.487
H  -4.669  -4.100  -8.629
H  2.544  -1.232  2.564
H  0.642  0.652  0.544
H  4.559  3.310  3.156
H  -2.090  0.706  -0.177
H  2.873  -1.884  -3.803
H  -0.500  -3.590  -1.808
H  -3.241  3.376  4.819
H  6.097  5.151  3.835
H  0.961  -0.414  2.655
H  1.742  -2.637  -1.704
H  -0.894  -2.838  2.298
H  0.037  1.632  -0.810
H  -2.375  -0.977  -0.635
H  1.228  -1.885  3.569
H  -5.750  -4.921  -6.560
H  -0.969  0.052  2.150
H  1.679  -2.074  -5.979
H  -2.339  -3.220  -8.537
H  -1.709  5.192  5.562

---

# 7
Br2HP | the ωB97M-V functional and the def2-TZVPD basis

Computed properties:
E_HOMO: -0.3520 hartree
relative energy (zero: lowest compared OMol25 entry of this formula, charge and spin): 0.000 eV
frontier orbital gap: 9.8 eV

Element x y z (Å)
Br  1.296  -1.301  0.328
Br  0.227  1.828  -0.312
P  -0.360  -0.188  -0.584
H  -1.163  -0.338  0.569

---

# 8
C12H36O6S6 | the ωB97M-V functional and the def2-TZVPD basis

Computed properties:
E_HOMO: -0.3063 hartree
relative energy (zero: lowest compared OMol25 entry of this formula, charge and spin): 2.059 eV
frontier orbital gap: 8.1 eV

Element x y z (Å)
S  -7.316  -17.613  -2.353
S  -13.608  -8.282  2.291
S  -11.017  -13.877  -2.071
S  -15.689  -16.405  -3.059
S  -11.361  -18.919  -4.808
S  -11.589  -13.579  2.694
O  -11.927  -20.172  -5.461
O  -11.758  -15.177  -2.221
O  -12.884  -13.057  3.321
O  -7.805  -18.995  -2.688
O  -15.702  -17.872  -2.591
O  -15.098  -7.876  2.220
C  -12.809  -17.877  -4.219
C  -15.161  -15.317  -1.683
C  -10.890  -17.841  -6.245
C  -17.462  -15.802  -2.985
C  -9.802  -14.090  -0.712
C  -10.267  -12.369  3.196
C  -11.039  -15.092  3.666
C  -13.406  -9.217  3.913
C  -12.283  -12.782  -1.203
C  -8.583  -16.524  -3.037
C  -7.566  -17.262  -0.495
C  -13.381  -9.701  1.133
H  -14.201  -15.698  -1.336
H  -15.033  -14.351  -2.171
H  -13.288  -18.278  -3.326
H  -9.849  -12.301  4.200
H  -14.289  -10.291  1.260
H  -12.473  -10.261  1.353
H  -15.778  -15.220  -0.790
H  -9.466  -16.787  -2.454
H  -13.546  -17.806  -5.019
H  -11.660  -17.777  -7.014
H  -13.182  -9.261  0.156
H  -7.068  -18.091  0.008
H  -9.900  -18.043  -6.653
H  -10.138  -15.399  3.135
H  -10.662  -14.737  4.625
H  -8.300  -15.489  -2.845
H  -18.031  -16.116  -3.860
H  -12.614  -13.151  -0.232
H  -13.486  -8.695  4.866
H  -6.935  -16.400  -0.281
H  -14.173  -9.990  3.969
H  -8.950  -14.755  -0.856
H  -11.955  -11.752  -1.065
H  -10.777  -16.836  -5.839
H  -8.787  -16.806  -4.070
H  -17.427  -14.725  -2.820
H  -12.516  -16.856  -3.973
H  -10.315  -14.413  0.194
H  -13.134  -12.760  -1.884
H  -17.881  -16.363  -2.150
H  -12.395  -9.619  3.969
H  -10.738  -11.410  2.981
H  -11.817  -15.853  3.735
H  -9.443  -12.379  2.483
H  -8.621  -17.140  -0.249
H  -9.503  -13.060  -0.518

---

# 9
C13H26Cl2O9 | the ωB97M-V functional and the def2-TZVPD basis

Computed properties:
E_HOMO: -0.3859 hartree
relative energy (zero: lowest compared OMol25 entry of this formula, charge and spin): 2.143 eV
frontier orbital gap: 11.1 eV

Element x y z (Å)
Cl  0.222  -0.807  2.094
Cl  1.711  -1.225  -0.384
O  -2.531  -5.656  -0.143
O  5.352  4.038  -4.768
O  3.823  2.360  -5.089
O  -3.516  4.486  8.505
O  -1.721  5.525  7.470
O  -1.976  3.204  7.807
O  5.658  2.448  -6.356
O  -2.904  -6.654  -2.199
O  -4.231  -5.001  -1.479
C  -4.308  5.691  8.592
C  7.401  2.591  -8.071
C  -0.622  2.842  7.471
C  2.928  2.834  -4.100
C  4.987  3.003  -5.363
C  -3.662  -6.726  -3.407
C  -0.510  1.364  7.517
C  -2.285  4.532  7.900
C  -3.556  -8.178  -3.991
C  -3.157  -5.699  -1.210
C  1.496  -1.587  1.283
C  6.895  3.164  -6.742
C  -4.772  -4.038  -0.685
H  -0.018  3.371  8.209
H  1.205  -2.637  1.320
H  -5.459  -3.472  -1.315
H  -1.193  0.934  8.250
H  -3.673  -8.860  -3.148
H  -4.547  5.687  9.656
H  -2.593  -8.197  -4.502
H  -5.280  -4.524  0.147
H  -5.190  5.683  7.951
H  8.312  3.020  -8.490
H  6.516  4.149  -7.014
H  1.985  2.319  -4.279
H  7.687  3.181  -5.993
H  -0.795  0.977  6.539
H  -4.710  -6.706  -3.111
H  -4.328  -8.378  -4.735
H  -0.264  3.198  6.505
H  3.256  2.730  -3.066
H  -3.818  6.610  8.272
H  0.492  0.992  7.735
H  2.364  -1.299  1.876
H  6.623  2.803  -8.804
H  -3.400  -6.057  -4.226
H  7.500  1.510  -7.977
H  -4.012  -3.414  -0.215
H  2.618  3.870  -4.236

---

# 10
C6H8O6 | the ωB97M-V functional and the def2-TZVPD basis

Computed properties:
expectation value of S²: 0.754
E_HOMO (alpha / beta): -0.1350 / -0.1421 hartree
2S+1: 2
relative energy (zero: lowest compared OMol25 entry of this formula, charge and spin): 1.277 eV
frontier orbital gap (alpha / beta): 6.9 / 7.1 eV
net charge: -1

Element x y z (Å)
O  4.194  -2.900  6.540
O  2.224  0.567  1.611
O  5.230  -2.543  4.567
O  2.932  -2.631  4.694
O  3.957  -0.070  6.698
O  3.927  0.285  4.546
C  5.577  -2.997  6.798
C  3.990  -2.261  5.288
C  2.583  -0.282  2.606
C  6.161  -3.196  5.405
C  3.940  -0.141  3.159
C  4.021  -0.561  5.588
H  4.521  0.628  2.632
H  1.810  -0.937  3.009
H  6.216  -4.266  5.144
H  4.506  -1.074  3.071
H  5.759  -3.840  7.476
H  1.459  0.226  1.138
H  7.155  -2.744  5.286
H  5.951  -2.069  7.263

---

# 11
C2H9NO2 | the ωB97M-V functional and the def2-TZVPD basis

Computed properties:
E_HOMO: -0.3170 hartree
relative energy (zero: lowest compared OMol25 entry of this formula, charge and spin): 0.075 eV
frontier orbital gap: 9.4 eV

Element x y z (Å)
O  0.656  -0.591  2.197
O  0.041  -2.350  0.005
N  0.926  0.368  -0.566
C  -0.259  1.111  -0.505
C  -0.892  1.766  -1.470
H  -1.898  2.100  -1.288
H  0.367  -0.710  3.109
H  -0.823  0.908  0.397
H  -0.883  -2.594  -0.094
H  1.672  0.799  -1.102
H  0.135  -1.433  -0.319
H  -0.501  1.850  -2.477
H  1.234  0.120  0.368
H  0.225  -1.343  1.744

---

# 12
C16H26NO4S | the ωB97M-V functional and the def2-TZVPD basis

Computed properties:
E_HOMO: -0.3842 hartree
relative energy (zero: lowest compared OMol25 entry of this formula, charge and spin): 0.166 eV
frontier orbital gap: 8.1 eV
net charge: +1

Element x y z (Å)
S  -5.091  0.426  1.281
O  -2.887  0.130  0.694
O  3.140  -2.256  0.141
O  3.646  0.528  -0.490
O  6.175  -1.614  -1.753
N  -1.819  -0.230  -1.293
C  1.067  -1.395  0.726
C  -2.847  0.141  -0.541
C  3.534  1.541  1.755
C  -4.447  1.626  2.468
C  -4.096  0.599  -1.291
C  -5.001  1.341  -0.319
C  4.174  -2.557  -0.769
C  1.965  -1.760  -0.284
C  1.566  -1.621  -1.613
C  4.885  -0.143  -0.415
C  0.318  -1.114  -1.911
C  -0.178  -0.890  0.428
C  3.589  1.734  0.242
C  4.848  -1.315  -1.401
C  -6.860  0.735  1.624
C  -0.561  -0.742  -0.901
H  -1.932  -0.170  -2.298
H  4.928  -3.067  -0.160
H  -7.112  1.786  1.533
H  -4.678  1.258  3.463
H  4.444  2.372  -0.024
H  2.670  2.216  -0.103
H  -4.906  2.596  2.311
H  3.825  -3.248  -1.548
H  3.350  2.498  2.235
H  -7.072  0.392  2.632
H  4.283  -0.974  -2.281
H  4.472  1.142  2.133
H  5.705  0.524  -0.712
H  2.219  -1.901  -2.422
H  1.377  -1.520  1.750
H  -3.370  1.670  2.341
H  -4.604  2.330  -0.101
H  -6.011  1.422  -0.711
H  -3.832  1.247  -2.127
H  0.026  -1.007  -2.947
H  -4.602  -0.285  -1.687
H  6.190  -2.316  -2.413
H  -7.451  0.147  0.929
H  2.731  0.853  2.010
H  5.082  -0.516  0.596
H  -0.851  -0.613  1.221